Entry from the OMol25 dataset: a cluster of 3 separate species, C19H41ClO9S in total in a non-equilibrium geometry (wB97M-V/def2-TZVPD).

## Properties
HOMO energy in eV: -8.97
SMILES: C[C@@H](Cl)C[C@H]1CCOS(=O)(=O)C1.COCCOCCOC.COCCOCCOC
Max |F| in eV Å⁻¹: 7.110

Positions of all 71 atoms, in Å:
Cl: 0.9669 -3.1397 3.3645
S: -4.2676 -3.5392 4.3031
O: -1.0538 -2.1641 -0.3677
O: 1.3684 3.3603 -4.3218
O: 1.6652 -2.3135 -1.8358
O: -5.0950 -2.1371 3.7983
O: 3.3828 5.6682 -4.5192
O: -5.3081 -4.6112 4.8092
O: -3.4114 -4.2222 3.2094
O: 2.9194 4.1038 -1.7503
O: -0.7410 -1.2918 -3.4451
C: 0.0901 -3.6506 5.9975
C: 2.5964 2.8317 -3.7962
C: -3.2638 -3.0567 5.8530
C: -0.7325 -0.1355 -4.2664
C: -2.3852 -1.6846 5.6273
C: 4.3431 5.8173 -5.5523
C: -3.4780 -0.5314 5.1055
C: 0.2319 -1.7691 0.1157
C: 2.0448 5.6452 -5.0142
C: 0.2225 -2.2615 -3.8541
C: 0.7411 -3.0503 -2.6489
C: -4.2059 -0.9683 3.6908
C: 2.3741 4.3036 -0.4578
C: 2.6407 2.8002 -2.2659
C: 1.1009 -1.2605 -1.0381
C: -1.6453 -3.1757 0.4289
C: -1.2453 -1.7817 4.4535
C: 0.1918 -2.4122 4.9282
C: 1.1562 4.7661 -4.1302
H: -2.9486 0.5275 4.9516
H: -1.4170 0.5984 -3.8316
H: -1.9090 -1.2703 6.6404
H: 0.5751 -0.5385 -1.6576
H: -2.6658 -3.9556 6.3051
H: 2.0140 5.2681 -6.0418
H: -1.0404 -0.6640 4.0874
H: -2.5800 -3.4825 -0.0474
H: 4.2519 6.8006 -6.0173
H: -1.5898 -2.3765 3.5024
H: 1.3093 -3.9068 -3.0283
H: 1.0675 -1.7840 -4.3611
H: 2.5542 5.3421 -0.1681
H: 1.2927 4.1358 -0.4644
H: -3.4049 -1.0608 2.8408
H: -1.0678 -0.3832 -5.2752
H: 2.6405 1.7971 -4.1542
H: 1.1445 -4.1663 6.1628
H: -0.0720 -3.4624 -2.0476
H: 0.0746 -0.9646 0.8414
H: 0.1147 4.9433 -4.4204
H: -0.9917 -4.0515 0.4894
H: 1.6861 2.4253 -1.8834
H: -0.6154 -4.4819 5.5129
H: 1.2318 5.0364 -3.0748
H: -4.9085 -0.0493 3.3956
H: 5.3391 5.7212 -5.1106
H: 1.6722 6.6755 -5.0008
H: -0.2744 -2.9430 -4.5534
H: -1.8647 -2.7943 1.4313
H: -0.3390 -3.3269 7.0593
H: -4.3001 -0.4704 5.9681
H: 0.7374 -2.6057 0.6085
H: 4.2279 5.0284 -6.3029
H: 3.4564 3.3446 -4.2191
H: 0.9569 -1.6196 5.3428
H: -4.0937 -2.7799 6.6652
H: 1.9598 -0.7362 -0.6049
H: 2.8578 3.6423 0.2682
H: 0.2675 0.3096 -4.2956
H: 3.4474 2.1387 -1.9338

Forces on atoms 1 to 2 (eV/Å):
Cl -0.44 0.72 1.44
S -1.48 -6.91 -0.78

Entry from the OMol25 dataset: a cluster of 10 separate species, C19H41F3O16 in total in a non-equilibrium geometry (wB97M-V/def2-TZVPD).

## Properties
HOMO energy in eV: -9.93
SMILES: O=C1OC[C@@H](F)O1.O=C1OC[C@@H](F)O1.O=C1OC[C@@H](F)O1.C1CCOC1.CO.CO.CO.CO.CO.CO
Energy relative to the best compared isomer or geometry (same formula, charge and spin) in kJ/mol: 0.0
Max |F| in eV Å⁻¹: 5.793

Positions of all 79 atoms, in Å:
F: 4.5854 0.5950 -3.6698
F: -2.9915 -2.3470 2.4615
F: 3.5103 5.3045 2.5985
O: -2.1962 -3.7970 -3.1309
O: 3.8856 -1.4967 -3.7672
O: -1.2007 -4.2576 1.2374
O: 0.9198 4.9386 -1.0585
O: 0.2519 -0.4815 -2.0133
O: 4.1682 -2.1246 -1.7829
O: -5.4687 0.3524 0.0198
O: 1.9914 2.2686 2.1357
O: 3.0823 -2.5718 3.3260
O: 3.3018 3.5970 1.0579
O: 4.3782 -3.7418 -3.3915
O: -1.6563 -2.3201 0.4637
O: -0.3229 0.5917 -4.6211
O: -3.0587 1.5402 4.8086
O: 2.6476 1.6746 0.1268
O: 0.4119 -3.1030 0.1071
C: 3.1014 -1.7373 2.1471
C: 4.4395 -0.8035 -1.6467
C: -2.8967 -2.5640 -3.1205
C: -1.4028 0.0685 3.8942
C: -2.6461 2.0214 3.5395
C: 2.2324 3.3901 2.9602
C: 2.6495 4.4499 1.9825
C: 4.0902 -2.5739 -3.0128
C: -0.6632 -3.1075 0.6954
C: 3.7799 -0.2983 -2.9785
C: 2.6084 2.4687 1.0414
C: -0.1164 0.1581 -0.7766
C: 1.3667 3.9418 -1.8809
C: -0.5104 -0.3199 -5.6954
C: -2.5968 -4.2557 1.1410
C: -2.7890 -2.7966 1.2182
C: -2.1736 0.7436 2.8035
C: -2.1445 0.4173 5.1694
C: -4.4173 1.0741 -0.4993
H: -1.4374 -3.6941 -3.7099
H: 1.7878 4.9377 1.5268
H: 1.1513 4.0907 -2.9390
H: -1.4515 0.7867 5.9253
H: -3.5020 2.4334 3.0048
H: 5.4655 -0.4978 -1.4420
H: 1.4058 3.8259 3.5212
H: -1.3961 0.9795 2.0770
H: -1.8379 2.7161 3.7680
H: 2.0888 -1.7826 1.7463
H: -2.9160 -4.4820 0.1236
H: -1.3975 -1.0206 3.8495
H: 0.5753 -1.3561 -1.7852
H: 0.1888 1.1819 -0.5601
H: 0.2935 -0.4148 0.0552
H: 3.6471 -2.2548 1.3581
H: 3.5842 -3.3729 3.1586
H: 2.7991 0.1569 -3.1165
H: -3.7174 1.2540 0.3167
H: -4.7097 1.9766 -1.0361
H: 0.8932 2.9884 -1.6468
H: -3.3789 -2.3629 -4.0772
H: -3.1760 -4.9097 1.7929
H: 3.8819 -0.4070 -0.7981
H: -0.3750 0.4219 3.9772
H: 1.1757 5.7914 -1.4177
H: -2.1523 -1.7748 -3.0147
H: -0.5345 0.1806 -6.6634
H: 0.1738 0.0249 -4.0265
H: -3.8770 0.3888 -1.1523
H: -1.1508 -0.1490 -0.6218
H: -5.1316 0.0721 0.8738
H: 2.4484 3.8082 -1.8792
H: -1.3278 -0.9971 -5.4477
H: -3.5355 -2.2924 -2.2801
H: 0.3706 -0.9264 -5.9051
H: 3.3714 -0.6963 2.3243
H: -3.0269 0.2067 2.3891
H: -2.7606 -0.4184 5.5015
H: -3.6620 -2.5100 0.6319
H: 3.0013 3.1988 3.7088

Forces on atoms 1 to 2 (eV/Å):
F 0.07 -0.06 0.64
F 1.00 0.76 0.75

Entry from the OMol25 dataset: a structure of composition C19H41I2O4PdS3Si (wB97M-V/def2-TZVPD).

## Properties
Net charge: -1
HOMO energy in eV: -2.89
Energy relative to the best compared isomer or geometry (same formula, charge and spin) in kJ/mol: 42.6
Max |F| in eV Å⁻¹: 0.892

Positions of all 71 atoms, in Å:
I: 0.2824 -0.0967 -2.9650
I: -0.8263 2.4387 -0.3417
Pd: 0.0003 -0.3029 -0.1315
S: -1.7970 -1.7464 -0.0154
S: -3.8198 -0.4270 3.0978
S: -0.2507 -0.1995 2.5752
Si: 3.5547 0.1768 0.1102
O: 4.4477 1.2046 1.0680
O: 4.0680 -1.3533 0.5473
O: 2.0161 0.4043 0.2165
O: 4.1751 0.4061 -1.4160
C: 4.1007 -3.7047 0.7409
C: -1.2136 -0.3448 4.1472
C: -0.0947 -1.9706 2.1987
C: -3.4660 0.1013 1.3784
C: 5.4974 -2.5671 -0.9847
C: 4.1572 -2.5314 -0.2385
C: -0.6684 1.8042 -2.4477
C: 6.0036 0.3611 2.6829
C: -1.3489 -2.5649 1.5699
C: -2.5230 0.4258 4.0586
C: 4.3210 1.6200 -2.1324
C: 3.5603 0.4797 3.2368
C: 4.8622 2.5844 2.9381
C: -3.4472 -1.0717 0.4051
C: 5.6535 2.2795 -1.7579
C: 4.3206 1.2489 -3.6156
C: 4.7022 1.1403 2.4615
C: 2.9972 -2.6321 -1.2322
C: 3.1597 2.5780 -1.8497
H: 5.0800 2.6186 4.0078
H: 5.7614 3.2483 -2.2516
H: 2.9501 -3.6284 -1.6777
H: -2.3702 1.4041 3.6002
H: 5.6727 3.0751 2.3949
H: 5.6822 2.4155 -0.6777
H: 3.4904 -0.5749 2.9654
H: 3.1669 2.8739 -0.7992
H: -1.1941 -3.6243 1.3509
H: 4.2509 -4.6487 0.2127
H: 3.1270 -1.8888 -2.0211
H: -3.8497 -0.7629 -0.5603
H: 2.6195 0.9576 2.9700
H: -0.1252 2.5855 -2.9656
H: -4.2362 0.8210 1.0982
H: 5.5729 -1.6841 -1.6154
H: 3.9360 3.1286 2.7445
H: 4.8818 -3.5955 1.4959
H: 6.4861 1.6364 -2.0529
H: -4.0518 -1.9013 0.7774
H: 4.4483 2.1413 -4.2323
H: 0.7422 -2.0194 1.5002
H: -2.2044 -2.4692 2.2366
H: 3.7277 0.5677 4.3126
H: 0.1767 -2.5110 3.1126
H: 5.8899 -0.6276 2.2376
H: 3.1312 -3.7286 1.2438
H: 2.2159 2.0646 -2.0436
H: 6.8372 0.8725 2.1955
H: 3.3732 0.7696 -3.8713
H: 2.0531 -2.4154 -0.7266
H: 5.1323 0.5509 -3.8318
H: -2.5030 0.6038 1.3827
H: -1.6891 1.7257 -2.8014
H: -1.4049 -1.3992 4.3466
H: 6.3201 -2.5560 -0.2655
H: -0.5928 0.0618 4.9502
H: 6.2247 0.2553 3.7479
H: -2.9599 0.5715 5.0484
H: 5.5772 -3.4662 -1.6010
H: 3.2309 3.4662 -2.4809

Forces on atoms 1 to 2 (eV/Å):
I -0.33 0.81 -0.18
I 0.09 0.13 -0.85

Entry from the OMol25 dataset: a structure of composition C19H41InN3OP in a non-equilibrium geometry (wB97M-V/def2-TZVPD).

## Properties
Net charge: +2
HOMO energy (spin up / spin down) in eV: -14.53 / -14.54
Energy relative to the best compared isomer or geometry (same formula, charge and spin) in kJ/mol: 192.7
Max |F| in eV Å⁻¹: 2.245

Positions of all 66 atoms, in Å:
In: 0.0882 -0.5217 -0.9429
P: -0.6095 -0.6898 2.1392
O: 0.5705 -0.5958 1.1497
N: -0.7462 -2.2677 2.6144
N: -2.1229 -0.2075 1.6698
N: -0.2104 0.2952 3.4396
C: 1.8722 -1.6283 -1.4179
C: 2.3202 1.2924 -3.5953
C: -2.9034 -1.0793 0.7558
C: 0.9983 -0.2053 4.1552
C: -2.6297 1.1061 -2.3015
C: -1.1905 1.4435 -2.3119
C: -3.0389 0.4197 2.6382
C: -1.1769 3.0669 -0.3092
C: 0.8432 2.3949 -1.7764
C: 0.0591 1.7088 3.0254
C: -0.4482 -0.0357 -4.3069
C: -0.2145 0.9783 -3.2577
C: -0.6000 -3.3117 1.5724
C: 4.3580 -1.8419 -1.7346
C: 1.8742 3.1879 -1.0855
C: -1.6091 -2.6688 3.7307
C: 3.2381 -1.1182 -0.9677
C: -0.5288 2.3330 -1.4116
C: 1.0426 1.5637 -2.9166
H: 3.1765 1.5468 -2.9600
H: 1.8452 -0.2373 3.4435
H: 5.3367 -1.5056 -1.3853
H: -3.2906 -1.9685 1.2843
H: 4.3091 -2.9288 -1.5860
H: -0.9843 -1.7870 -1.4578
H: 0.3703 2.2799 3.9093
H: 0.8024 -1.1954 4.5705
H: -3.7520 -0.4903 0.3778
H: 2.4119 0.2435 -3.8840
H: 1.8203 -1.7236 -2.5094
H: -3.4060 -0.3089 3.3843
H: 1.7208 3.1950 0.0008
H: 4.2907 -1.6348 -2.8089
H: -1.6018 4.0057 -0.6876
H: -0.6620 0.4238 -5.2757
H: -2.8270 0.1464 -2.7757
H: -1.2886 -3.6609 4.0603
H: 3.3139 -0.0264 -1.0962
H: -3.2191 1.8564 -2.8393
H: 2.4193 1.8838 -4.5110
H: -3.0258 1.0691 -1.2821
H: 0.4259 -0.6792 -4.4523
H: -3.9210 0.7707 2.0889
H: 1.2453 0.4878 4.9651
H: -1.3036 -0.6687 -4.0636
H: -1.5388 -1.9605 4.5618
H: 0.2022 -3.0120 0.8715
H: 1.8449 4.2326 -1.4226
H: 2.8848 2.8149 -1.2732
H: -2.3079 -1.4160 -0.1160
H: 3.3430 -1.3238 0.1118
H: 1.6775 -2.6163 -0.9967
H: -2.6621 -2.7649 3.4165
H: -0.8326 2.1887 2.6012
H: -1.5412 -3.4430 1.0209
H: -1.9989 2.5084 0.1506
H: -2.5774 1.2725 3.1557
H: 0.8870 1.7253 2.2932
H: -0.4733 3.3349 0.4890
H: -0.3494 -4.2532 2.0720

Forces on atoms 1 to 2 (eV/Å):
In 0.98 -1.42 0.31
P 0.27 -0.48 2.18

Entry from the OMol25 dataset: a structure of composition C19H42CeNO2P3S in a non-equilibrium geometry (wB97M-V/def2-TZVPD).

## Properties
Net charge: +4
HOMO energy (spin up / spin down) in eV: -18.60 / -18.61
Max |F| in eV Å⁻¹: 2.757

Positions of all 69 atoms, in Å:
Ce: 0.4948 -0.8420 0.0996
S: 0.6262 0.6446 -2.3358
P: -1.6531 3.0822 -2.3681
P: 1.9386 1.4174 0.9642
P: -1.3652 0.2487 2.0279
O: 1.5725 -2.5498 1.0294
O: 2.3023 -2.3916 3.1526
N: 1.6890 -4.6697 3.8765
C: -1.3157 -3.4558 -2.0389
C: -2.1076 -2.3438 -2.3564
C: 2.9419 2.4468 -0.1411
C: 0.0635 -3.3123 -1.8582
C: 3.2548 0.4671 1.8207
C: -0.9335 3.8247 -0.8815
C: -2.0371 4.2696 -3.6539
C: 2.0805 -0.5815 -3.9979
C: -2.0568 1.8416 2.6127
C: 1.4193 2.6102 2.2391
C: 0.6580 -2.0473 -1.9601
C: 1.7663 -3.0171 2.2172
C: -3.0359 2.0594 -1.8157
C: -0.1743 -0.8944 -2.2317
C: -1.5654 -1.0668 -2.3833
C: -0.6636 -0.4430 3.5864
C: -2.9049 -0.7396 1.8163
C: 1.2737 -4.4175 2.4787
C: 1.2272 -1.5334 -4.4328
H: 1.7591 -5.1107 1.7894
H: -0.6375 2.3013 -3.0444
H: 2.4078 -5.3869 3.8776
H: -2.6764 1.7003 3.5126
H: -2.1457 -0.2071 -2.7306
H: 2.3511 3.2865 -0.5279
H: 0.8869 -4.9647 4.4485
H: 2.9066 -0.4238 2.3691
H: -2.6583 -1.8077 1.7141
H: 0.7109 -4.1617 -1.7111
H: 2.1002 -3.7433 4.1755
H: 4.0033 0.1400 1.0827
H: 2.3079 3.0946 2.6587
H: 1.7475 -1.8908 -1.8322
H: -3.1259 2.0438 -0.7191
H: 0.2824 -1.3250 -4.9423
H: -3.5742 -0.6026 2.6798
H: 0.1610 3.8160 -0.9416
H: -1.2178 3.2641 0.0268
H: 0.7649 3.3608 1.7806
H: 2.2206 0.3586 -4.5562
H: -3.1631 -2.4383 -2.6600
H: 0.1914 -4.4827 2.3703
H: -0.5927 -1.5394 3.5314
H: -2.9488 4.8327 -3.4220
H: 3.7254 1.1480 2.5433
H: -3.4201 -0.3866 0.9049
H: -2.1556 3.7207 -4.5947
H: 2.8477 -0.7980 -3.2539
H: -1.7736 -4.4544 -2.0307
H: -2.8998 1.0229 -2.1244
H: 0.8626 2.1162 3.0420
H: -1.1898 4.9535 -3.7739
H: -1.2718 4.8636 -0.7673
H: -1.3068 -0.1844 4.4379
H: -1.2522 2.5455 2.8560
H: -3.9709 2.4000 -2.2793
H: 3.2918 1.8568 -0.9984
H: -2.6879 2.2797 1.8275
H: 3.8079 2.8300 0.4210
H: 1.4975 -2.5950 -4.3775
H: 0.3392 -0.0391 3.7720

Forces on atoms 1 to 2 (eV/Å):
Ce 0.50 0.86 1.28
S 0.38 -1.48 2.29

Entry from the OMol25 dataset: a structure of composition C19H42F5GdO4S4SiTe in a non-equilibrium geometry (wB97M-V/def2-TZVPD).

## Properties
HOMO energy (spin up / spin down) in eV: -8.77 / -8.62
Multiplicity: 8
Energy relative to the best compared isomer or geometry (same formula, charge and spin) in kJ/mol: 0.0
Max |F| in eV Å⁻¹: 5.833

Positions of all 77 atoms, in Å:
Gd: -0.2584 -1.4676 1.0974
Te: -1.9351 -1.6558 -1.2918
S: 1.3462 -4.1545 0.5231
S: -0.1803 -1.2438 3.6173
S: 2.8813 -2.6121 2.9234
S: 2.5826 -1.0457 -0.0782
Si: -1.3480 1.5051 -1.1494
F: 0.0476 -2.2505 -1.0565
F: -1.9960 -3.5437 -2.0194
F: -1.1087 -1.5812 -3.1080
F: -1.6553 -3.0409 0.3679
F: -2.2200 -0.8240 0.9142
O: -1.3052 -0.3613 3.4377
O: -0.3758 -2.5711 3.0237
O: -0.7749 -0.0101 -0.9170
O: 0.9948 -0.6595 2.9167
C: 4.1834 -1.4907 2.2777
C: -0.1403 1.1142 -3.7644
C: 1.4120 2.2867 -1.0969
C: -2.9838 2.0791 1.2081
C: 0.3903 1.9145 1.1136
C: -3.6592 3.2144 -0.8693
C: -1.4634 3.1887 -3.5743
C: 0.1234 2.4709 -0.2908
C: -0.1533 3.9682 -0.1881
C: 2.3982 -5.0567 1.7117
C: -4.1408 0.7930 -0.5758
C: 3.4200 -2.5762 -0.6895
C: 2.5028 -3.7823 -0.8541
C: 3.7000 -0.4690 1.2605
C: -3.0936 1.8977 -0.3167
C: -1.3831 1.7348 -3.0998
C: -2.6175 0.9842 -3.6191
C: 0.1337 -1.4177 5.3732
C: 3.5195 -4.2460 2.3398
H: 4.2375 -2.7788 -0.0054
H: 3.9207 -4.7715 3.2061
H: -0.5820 3.7458 -3.2696
H: 0.5076 0.8092 1.0746
H: 4.3282 -4.0782 1.6333
H: -2.9274 4.0141 -0.8100
H: 0.6682 1.8326 -3.8419
H: 1.8394 -3.6321 -1.7054
H: 0.2201 0.2529 -3.2179
H: -1.0002 4.1734 0.4583
H: -5.1305 1.2371 -0.6934
H: 2.2548 2.7420 -0.5744
H: -2.5063 1.2334 1.6975
H: 3.0922 0.2844 1.7615
H: 0.2864 -0.4229 5.7680
H: 1.6293 1.2319 -1.2447
H: -0.7600 -1.8653 5.7921
H: -3.5402 1.4947 -3.3499
H: 4.5634 0.0065 0.7892
H: -2.5857 0.8965 -4.7055
H: 1.6829 -5.3658 2.4740
H: -1.5147 3.2194 -4.6620
H: -2.3359 3.6996 -3.1848
H: 3.1065 -4.6715 -1.0353
H: -0.3859 0.7822 -4.7706
H: -3.9254 0.2163 -1.4755
H: 1.0002 -2.0475 5.5181
H: 1.3269 2.7633 -2.0669
H: 2.8003 -5.9406 1.2140
H: 1.3154 2.3365 1.5105
H: 4.5685 -0.9480 3.1412
H: 4.9856 -2.1095 1.8813
H: -0.4080 2.1505 1.8104
H: -3.9848 2.1852 1.6275
H: -2.6370 -0.0303 -3.2059
H: -0.3701 4.3803 -1.1682
H: 3.8352 -2.3145 -1.6638
H: -4.1954 0.1022 0.2631
H: -2.4322 2.9810 1.4587
H: -4.5322 3.5114 -0.2886
H: -3.9692 3.1078 -1.9034
H: 0.7107 4.4950 0.2170

Forces on atoms 1 to 2 (eV/Å):
Gd 2.27 -0.56 -2.30
Te 1.93 -4.06 -3.72